*i*
Here is a 2-piece molecular cluster, C2H9NS overall from OMol25. Energies are from ωB97M-V/def2-TZVPD.

Results
Charge: 0
Kohn-Sham gap: 6.24 eV
Spin multiplicity: 1
Lowest unoccupied orbital energy: -0.20 eV

Bonds (Å) are listed after each position.
Cartesian coordinates (Å):
1 S -0.637 2.304 0.326  H2 1.301
2 H -0.748 2.723 1.552  S1 1.301
3 C 1.271 -1.608 -1.181  C4 1.545, H6 1.062, H7 1.095, H8 1.129
4 C -0.018 -1.953 -0.404  C3 1.545, N5 1.524, H9 1.099, H10 1.135
5 N -0.054 -0.935 0.730  C4 1.524, H11 1.062, H12 1.030, H13 0.996
6 H 1.391 -2.317 -1.963  C3 1.062
7 H 1.119 -0.707 -1.784  C3 1.095
8 H 2.222 -1.490 -0.583  C3 1.129
9 H -0.811 -1.690 -1.119  C4 1.099
10 H -0.053 -3.038 -0.072  C4 1.135
11 H 0.737 -1.303 1.335  N5 1.062
12 H -0.896 -1.162 1.280  N5 1.030
13 H 0.104 0.031 0.543  N5 0.996

Mulliken atomic charge list, values in e, 6 entries: atom 1 (S): -0.754, atom 2 (H): -0.010, atom 3 (C): -1.101, atom 4 (C): -0.342, atom 5 (N): -0.187, atom 6 (H): 0.361

=====

*ii*
Here is a 2-piece molecular cluster, C2H9NS overall from OMol25. Energies are from ωB97M-V/def2-TZVPD.

Results
Charge: 0
Kohn-Sham gap: 9.41 eV
Spin multiplicity: 1
Lowest unoccupied orbital energy: 1.00 eV

Bonds (Å) are listed after each position.
Cartesian coordinates (Å):
1 C 0.752 -0.277 1.903  S2 1.886, H4 1.089, H5 1.083, H6 1.077
2 S -0.126 -0.510 0.251  C1 1.886, C3 1.833
3 C -1.276 -1.841 0.769  S2 1.833, H7 1.091, H8 1.083, H9 1.091
4 H 1.784 -0.272 1.554  C1 1.089
5 H 0.596 0.750 2.210  C1 1.083
6 H 0.450 -1.072 2.563  C1 1.077
7 H -2.238 -1.860 0.256  C3 1.091
8 H -1.446 -1.685 1.827  C3 1.083
9 H -0.931 -2.847 0.524  C3 1.091
10 N 0.744 2.777 -2.823  H11 1.013, H12 0.996, H13 1.008
11 H 0.271 1.881 -2.798  N10 1.013
12 H 1.497 2.639 -3.459  N10 0.996
13 H 0.099 3.457 -3.193  N10 1.008

Mulliken atomic charge list, values in e, 6 entries: atom 1 (C): -0.773, atom 2 (S): -0.070, atom 3 (C): -0.820, atom 4 (H): 0.244, atom 5 (H): 0.245, atom 6 (H): 0.334

=====

Of all the structures shown, which is most stable? *ii*, and *i* is the least stable.